Entry 1:
The following is a quantum chemistry calculation of a molecular structure, C4H7ClO, from the Open Molecules 2025 dataset.

Each line ends with the natural charge from an NBO analysis.
Positions of all 13 atoms, in Å:
C1 -0.31247 0.83702 -0.38217  0.137
C2 -1.01236 -0.22089 0.64812  -0.466
C3 0.35094 -0.86251 0.37945  -0.195
C4 1.09138 0.35120 0.09935  -0.464
H1 -0.73163 -0.14968 -2.25722  0.485
H2 -0.48836 1.95725 -0.18636  0.192
H3 -1.86677 -0.54090 0.04667  0.238
H4 -0.94533 0.16778 1.74296  0.240
H5 0.21721 -1.62916 -0.46005  0.222
H6 1.95035 0.20852 -0.52002  0.234
H7 1.14784 0.99055 1.04482  0.218
O1 -0.57495 0.69592 -1.79443  -0.753
Cl1 1.17414 -1.80508 1.63888  -0.088

Its energy above the lowest of the compared OMol25 structures with the same formula, charge and spin is 230.00 kJ/mol. As for the highest occupied orbital energy: -0.367 Eh. Its multiplicity is 1. As for the net charge: 0.

---

Entry 2:
The following is a quantum chemistry calculation of 2 unconnected molecules or ions with the total composition C4H7ClO, from the Open Molecules 2025 dataset.

Each line ends with the natural charge from an NBO analysis.
Positions of all 13 atoms, in Å:
C1 -0.54144 2.63457 0.01477  0.472
C2 -0.08545 0.17591 -1.26158  -0.655
C3 0.35963 0.14948 1.25497  -0.662
C4 -0.53095 0.53806 0.12296  -0.121
O1 -1.42930 3.26090 -0.43638  -0.519
Cl1 0.93825 3.26049 0.61257  -0.045
H1 0.93004 0.51865 -1.44604  0.215
H2 -0.74915 0.61329 -2.00413  0.227
H3 -0.09834 -0.91090 -1.38810  0.214
H4 -0.04239 0.48263 2.20929  0.224
H5 0.43557 -0.93962 1.28211  0.220
H6 1.36186 0.55245 1.12939  0.225
H7 -1.58745 0.38894 0.30610  0.205

Its energy above the lowest of the compared OMol25 structures with the same formula, charge and spin is 139.20 kJ/mol. As for the highest occupied orbital energy: -0.332 Eh. Its multiplicity is 1. As for the net charge: 0.

---

Entry 3:
The following is a quantum chemistry calculation of a single C4H7ClO2 molecule, from the Open Molecules 2025 dataset.

Each line ends with the natural charge from an NBO analysis.
Positions of all 14 atoms, in Å:
O1 -1.17024 1.32821 0.94286  -0.719
C1 -1.50699 0.41626 -0.07925  -0.059
C2 -0.36340 -0.33551 -0.65616  -0.274
C3 0.70379 -0.93507 0.17735  0.071
O2 0.84094 -0.51332 1.46600  -0.714
C4 1.10941 0.03061 -0.85062  -0.244
Cl1 1.78472 1.57802 -0.32315  -0.029
H1 -0.51240 0.88255 1.49209  0.481
H2 -2.26647 -0.30564 0.25764  0.168
H3 -1.97398 1.02947 -0.86636  0.184
H4 -0.64612 -0.99840 -1.45987  0.227
H5 0.92612 -1.99820 0.11308  0.185
H6 1.55358 0.08621 1.59601  0.489
H7 1.52104 -0.26518 -1.80959  0.234

Its energy above the lowest of the compared OMol25 structures with the same formula, charge and spin is 120.02 kJ/mol. As for the highest occupied orbital energy: -0.354 Eh. Its multiplicity is 1. Its SMILES is OC[C@@H]1[C@H](O)[C@@H]1Cl. As for the net charge: 0.

---

Entry 4:
The following is a quantum chemistry calculation of a molecular structure, C4H7ClO2S, from the Open Molecules 2025 dataset.

Each line ends with the natural charge from an NBO analysis.
Positions of all 15 atoms, in Å:
C1 0.97916 -0.44464 -1.59277  -0.074
C2 1.30238 -0.04900 -0.21859  -0.257
C3 0.00630 0.03555 0.77549  -0.007
C4 -0.78384 -1.30730 1.05265  -0.201
H1 -0.86451 0.49848 -1.21670  0.513
H2 1.99962 -0.31892 -2.11294  0.213
H3 1.00378 -1.84025 -1.56466  0.149
H4 2.15007 -0.65027 0.10468  0.247
H5 0.39905 0.35109 1.72417  0.217
H6 -1.94977 0.83873 1.12162  0.509
H7 -0.19562 -2.19609 1.29922  0.208
O1 -0.18623 0.36450 -2.09614  -0.747
O2 -1.03768 0.97020 0.38672  -0.758
S1 -2.50600 -1.30592 0.87129  0.028
Cl1 2.25416 1.41921 0.01639  -0.039

Its energy above the lowest of the compared OMol25 structures with the same formula, charge and spin is 382.00 kJ/mol. As for the highest occupied orbital energy: -0.356 Eh. Its multiplicity is 1. As for the net charge: 0.

---

Entry 5:
The following is a quantum chemistry calculation of a single C4H7ClO2S2 molecule, from the Open Molecules 2025 dataset.

Each line ends with the natural charge from an NBO analysis.
Positions of all 16 atoms, in Å:
C1 -0.50544 0.13563 0.57725  -0.446
C2 -0.59722 1.16461 -0.60483  -0.627
C3 -0.00474 -1.26906 0.22475  -0.574
C4 2.51162 -0.20098 -0.49823  -0.561
O1 1.29559 2.98543 0.16532  -0.860
O2 0.80346 -0.48794 -2.25862  -0.996
S1 1.04225 1.99806 -0.90417  1.087
S2 1.30457 -1.30932 -1.17894  1.279
Cl1 2.96975 -0.51360 1.12909  0.007
H1 0.37828 0.49039 1.21396  0.235
H2 -1.50733 0.05084 0.96448  0.237
H3 -0.68017 0.54668 -1.49652  0.272
H4 -1.22996 2.06434 -0.49268  0.242
H5 0.44958 -1.70960 1.11732  0.243
H6 -0.69152 -2.00796 -0.25503  0.227
H7 3.37083 0.19496 -0.98700  0.235

Its energy above the lowest of the compared OMol25 structures with the same formula, charge and spin is 273.09 kJ/mol. As for the highest occupied orbital energy (alpha / beta): -0.312 / -0.310 Eh. Its multiplicity is 1. As for the net charge: 0.

---

Entry 6:
The following is a quantum chemistry calculation of a molecular structure, C4H7ClO3P, from the Open Molecules 2025 dataset.

Each line ends with the natural charge from an NBO analysis.
Positions of all 16 atoms, in Å:
C1 1.78293 1.33620 -0.02362  -0.442
C2 1.41289 0.68841 1.11401  -0.152
C3 -1.44908 -1.72451 -0.55546  -0.276
C4 0.10421 0.51355 1.73593  -0.625
O1 -1.55127 -1.58818 2.46425  -1.149
O2 1.01016 -1.85426 2.39852  -1.164
O3 -0.21281 -1.57219 0.15182  -0.837
P1 -0.25786 -1.33556 1.82343  2.374
Cl1 0.18758 0.89397 3.46123  -0.068
H1 2.80731 1.31571 -0.42708  0.181
H2 1.22438 1.99554 -0.71949  0.173
H3 2.15862 0.07958 1.56079  0.224
H4 -1.30217 -2.67114 -1.13258  0.162
H5 -1.74229 -0.88694 -1.12499  0.166
H6 -2.07283 -2.12273 0.29415  0.219
H7 -0.54650 1.19520 1.19156  0.212

Its energy above the lowest of the compared OMol25 structures with the same formula, charge and spin is 0.00 kJ/mol. As for the highest occupied orbital energy: -0.193 Eh. Its multiplicity is 1. As for the net charge: -1.

---

Entry 7:
The following is a quantum chemistry calculation of a single C4H7ClS molecule, from the Open Molecules 2025 dataset.

Each line ends with the natural charge from an NBO analysis.
Positions of all 13 atoms, in Å:
C1 -0.36739 1.73940 -0.26636  -0.705
C2 0.02059 0.66442 0.66593  -0.043
S1 -0.12254 0.70667 2.31856  0.052
C3 0.72585 -0.55861 0.09622  -0.299
C4 -0.31618 -1.55699 -0.32900  -0.616
Cl1 1.88812 -1.37650 1.12033  -0.014
H1 -1.32113 1.44150 -0.73506  0.244
H2 0.39047 1.90432 -1.06631  0.230
H3 -0.54258 2.74577 0.20790  0.254
H4 1.31851 -0.24005 -0.79017  0.220
H5 0.22870 -2.37411 -0.83652  0.231
H6 -1.09937 -1.01186 -0.92782  0.213
H7 -0.80305 -2.08397 0.54230  0.233

Its energy above the lowest of the compared OMol25 structures with the same formula, charge and spin is 27.32 kJ/mol. As for the highest occupied orbital energy: -0.318 Eh. Its multiplicity is 1. Its SMILES is CC(=S)[C@H](C)Cl. As for the net charge: 0.

---

Entry 8:
The following is a quantum chemistry calculation of 2 unconnected molecules or ions with the total composition C4H7ClS, from the Open Molecules 2025 dataset.

Each line ends with the natural charge from an NBO analysis.
Positions of all 13 atoms, in Å:
C1 1.65617 -0.86672 -0.66976  -0.430
C2 -1.11251 -0.08653 1.69479  -0.433
C3 -1.21038 0.47239 -0.76672  -0.680
C4 -1.09058 -0.42825 0.39797  0.027
S1 3.29013 -1.01981 -0.13404  0.165
Cl1 -0.91943 -2.09492 -0.05525  -0.018
H1 1.34205 -1.54763 -1.47509  0.146
H2 3.36576 0.14729 0.37498  0.100
H3 -1.15898 0.91531 1.82790  0.198
H4 -1.20649 -0.84500 2.55717  0.221
H5 -1.64060 -0.25280 -1.53776  0.225
H6 -1.90507 1.23499 -0.58607  0.223
H7 -0.22216 0.77439 -1.09275  0.257

Its energy above the lowest of the compared OMol25 structures with the same formula, charge and spin is 389.04 kJ/mol. As for the highest occupied orbital energy: -0.316 Eh. Its multiplicity is 1. As for the net charge: 0.

---

Entry 9:
The following is a quantum chemistry calculation of a molecular structure, C4H7CrO3S3Sb, from the Open Molecules 2025 dataset.

Each line ends with the natural charge from an NBO analysis.
Positions of all 19 atoms, in Å:
Cr1 1.70509 0.60118 0.12333  0.984
S1 5.68565 2.00037 2.11184  -0.434
Sb1 4.33368 0.12214 2.30370  0.867
S2 2.10116 1.10269 2.39391  -0.827
S3 3.78415 -0.46529 -0.01353  -0.833
C1 -1.87513 0.04351 0.85546  -0.614
C2 -1.13198 -0.39784 -0.39946  0.156
C3 -2.07497 -0.64312 -1.57733  -0.623
O1 -0.37397 -1.57276 -0.08646  -0.719
C4 -0.07048 0.61909 -0.80132  0.619
O2 0.76405 0.24303 -1.69159  -0.706
O3 0.02630 1.73888 -0.22957  -0.653
H1 -2.54738 -0.74353 1.18831  0.204
H2 -2.45221 0.93692 0.62922  0.213
H3 -1.15640 0.26541 1.64557  0.241
H4 -2.71904 -1.49874 -1.38120  0.210
H5 -1.48639 -0.82736 -2.47612  0.221
H6 -2.69238 0.23825 -1.73365  0.208
H7 0.18023 -1.76282 -0.86111  0.486

As for the highest occupied orbital energy (alpha / beta): -0.165 / -0.179 Eh. Its multiplicity is 6. As for the net charge: -1. As for the expectation value of S²: 8.7841.

---

| no. | strongest force on any atom (Eh/bohr) |
| --- | --- |
| 1 | 0.083 |
| 2 | 0.084 |
| 3 | 0.047 |
| 4 | 0.099 |
| 5 | 0.052 |
| 6 | 0.095 |
| 7 | 0.068 |
| 8 | 0.083 |
| 9 | 0.058 |